A cluster of 7 separate species, C30H49N7O11 in total. Source: the Open Molecules 2025 dataset; level of theory: the ωB97M-V functional and the def2-TZVPD basis.

The geometry in XYZ format:
```
97
Properties=species:S:1:pos:R:3:forces:R:3:mulliken_charge:R:1
H -0.505 1.668 7.763 -2.6 3.3 1.9 0.5629
H 0.235 -0.667 1.616 -1.3 0.6 0.6 0.0603
H 2.982 -2.223 -1.875 -0.8 -0.1 -3.4 0.0881
C 2.465 1.870 -3.601 0.2 -2.5 4.5 -0.5563
H 0.771 0.691 7.847 -0.8 -0.8 -0.9 0.3745
H -0.197 3.007 -0.604 -0.4 -1.9 0.7 0.2903
C -0.859 5.760 0.075 2.2 1.0 -1.9 -1.1619
H 0.821 1.564 6.364 -1.7 0.7 1.7 0.3419
H -2.120 -1.814 6.942 1.3 2.3 -0.4 0.2641
H -0.344 -1.748 7.450 -2.3 2.5 -0.9 0.2970
H -1.352 3.334 0.722 0.1 0.8 0.2 0.2546
O 2.899 -2.589 0.638 0.2 2.0 -1.3 -0.4198
H -4.535 1.608 -1.844 -1.0 0.1 -4.1 0.0864
H -2.384 1.432 -3.512 -1.3 2.5 -0.8 0.1149
H 1.168 -6.247 1.757 0.0 -2.2 -0.9 0.4118
C 0.047 1.151 7.125 4.8 -2.9 -3.6 -1.7536
H 0.522 -2.024 -3.200 1.3 -0.7 -0.6 0.4026
O -2.287 -1.629 0.556 1.2 1.8 -0.9 -0.6848
N 5.057 -3.009 -6.264 0.8 -3.0 0.2 0.7951
O 1.225 2.087 -5.540 -0.3 0.2 -0.6 -0.5744
H -2.837 1.046 6.755 2.1 0.4 -2.3 0.3397
H 1.279 -0.950 2.796 1.3 0.2 0.7 0.5060
H -5.032 0.411 -3.111 -0.2 -1.7 -0.3 0.3464
C -0.614 -0.778 3.814 -0.7 1.8 -3.2 1.0198
C -1.296 -0.995 7.147 1.6 -2.6 2.0 -1.2387
C 2.837 0.595 -0.883 3.4 2.8 -0.8 0.0237
H 0.480 0.651 2.875 1.0 2.5 -0.5 0.7232
H 0.277 0.817 -3.321 2.6 0.3 0.3 0.3082
H 2.467 -2.544 -7.218 0.1 -0.4 3.9 0.2016
H -3.430 -0.667 5.139 0.0 -2.1 0.8 0.5006
C -4.853 2.229 -5.413 -1.8 -1.1 3.5 0.0391
H -2.518 -0.553 2.730 0.3 0.1 -0.6 0.4876
H 4.823 1.683 -0.648 -0.7 -0.3 -1.4 0.3703
C -2.121 0.945 5.767 -0.8 2.5 2.6 -0.5408
H -2.340 2.777 -4.828 -1.6 -0.3 1.9 0.2410
C 2.530 -2.583 -5.962 1.4 -0.5 -2.0 -0.1382
H -1.568 -2.512 4.674 -0.1 -0.1 0.6 0.3425
C 3.760 2.166 -2.757 -3.3 -3.1 1.4 -0.6755
C 2.814 -2.309 -3.079 0.9 0.4 -1.8 0.1269
H -1.934 2.956 -0.869 -0.4 -0.3 -0.2 0.0534
H -0.195 -4.869 0.360 -0.1 -1.5 -0.3 0.3957
C 0.410 -0.350 2.662 -0.8 -3.5 0.6 -1.7434
N -4.347 2.052 -4.163 1.7 1.2 0.3 0.1458
O 3.109 3.247 -5.393 -2.4 -1.7 0.6 -0.6385
O 6.238 -2.964 -5.798 -3.3 0.7 -1.2 -0.5488
H -3.656 0.659 4.297 -0.6 1.1 0.5 0.4322
C 1.334 -2.462 -5.148 6.5 0.1 0.7 -0.7490
H 0.467 -5.201 3.051 1.7 -0.7 -1.6 0.1927
C -1.152 3.465 -0.332 1.2 -3.3 -0.7 -0.5788
N -0.812 4.696 -0.875 -0.8 0.6 -0.5 0.3186
H 4.425 2.889 -3.186 0.4 0.1 0.0 0.5107
H 0.427 -2.417 -5.529 -4.0 0.2 -2.2 0.6776
H -0.441 -3.373 0.932 0.6 1.2 -0.7 0.1806
N 2.211 2.451 -4.978 3.2 0.9 1.6 1.0804
C 1.408 -5.431 2.334 -0.9 4.6 3.7 -0.8996
C 1.384 0.937 -2.957 1.8 3.2 0.8 0.4400
C -0.417 4.723 -2.192 0.3 7.1 3.2 -0.0969
C 1.451 -2.287 -3.799 2.5 0.4 3.6 -0.2280
C 1.619 0.544 -1.563 -1.8 -1.3 -1.6 0.4752
H -2.810 3.205 -2.943 -0.7 -1.6 -2.6 0.0011
H -0.624 5.444 1.041 0.2 -1.1 1.5 0.3893
C -1.963 0.004 3.476 0.5 -0.6 2.7 -0.7193
N 1.490 -4.216 1.398 1.7 -1.6 2.5 0.2936
O -5.958 1.948 -5.774 -1.6 -0.7 -0.4 -0.5790
H -1.213 -2.655 2.999 0.5 0.4 0.2 0.2535
C -2.863 0.136 4.802 0.8 1.5 -4.4 -1.0519
H 0.945 -3.780 -0.482 -2.0 0.7 1.1 0.2261
C 4.047 -2.376 -3.941 -4.0 -1.8 -1.0 -0.6303
O -2.305 0.082 -0.907 0.4 0.2 1.4 -0.5746
C 3.876 -2.718 -5.381 -2.8 2.5 1.6 0.0499
H 5.050 -2.438 -3.582 0.4 0.2 0.6 0.4812
H -1.805 1.994 5.322 -1.0 -1.9 1.0 0.2385
H -1.583 -0.412 8.091 0.3 -1.2 -1.2 0.4340
O 4.749 -3.640 -7.309 1.0 2.0 1.8 -0.5033
C -0.799 -2.280 3.956 0.9 -1.2 -0.1 -1.2237
C 0.356 -3.975 0.486 2.2 0.1 -0.5 -0.7622
H -6.094 1.844 -2.938 1.2 -0.5 -0.5 0.3408
O -0.232 3.906 -3.002 0.0 -3.0 -1.7 -0.2792
H 3.618 -3.984 1.946 -2.1 0.5 -0.7 0.2183
N -0.064 -0.191 5.057 6.7 -3.3 2.6 0.8599
H 0.168 -2.853 4.207 -1.4 1.1 -0.4 0.2972
N -1.815 -0.998 -0.511 -3.7 -0.9 0.6 0.8293
H 2.256 -5.504 3.182 -1.5 0.0 -2.7 0.2841
O -1.101 -1.614 -1.257 2.3 -1.1 -0.8 -0.4934
C 4.003 1.449 -1.378 -4.4 0.5 -3.1 -0.6729
H -0.226 5.907 -2.348 -0.1 -2.0 -0.4 0.1250
H 3.096 0.155 0.109 -1.0 0.1 -0.9 0.2013
C 2.699 -3.530 1.331 -0.1 -2.9 1.4 -0.0600
C -2.965 2.444 -3.885 3.0 -1.2 1.3 -0.4775
H -0.031 6.449 -0.118 -0.5 0.5 -0.3 0.4122
C -5.035 1.457 -3.075 -0.9 1.4 4.6 -0.7371
H -1.804 6.179 0.083 -1.8 1.4 0.1 0.3486
H -1.695 1.065 3.166 -0.5 -1.4 0.1 0.1505
H -4.208 2.733 -5.979 3.0 2.0 -2.8 0.4329
O 1.220 -0.396 5.309 -6.8 1.5 -1.8 -0.2842
C -0.842 0.257 6.242 -0.7 -1.0 1.0 0.9556
H 0.679 0.011 -1.111 2.1 0.9 -0.7 -0.3710
```
Forces are in eV/Å.

Its charge is 0. The HOMO-LUMO gap comes out at 3.25 eV. The maximum force is 7.88 eV/Å. The value obtained for the total energy is -64831.3557 eV. The calculation puts the energy relative to the best compared isomer or geometry (same formula, charge and spin) at 0.000 eV.